25
Properties=species:S:1:pos:R:3:forces:R:3:mulliken_charge:R:1 method="wB97M-V/def2-TZVPD" e_tot_ev=-18521.530 spin_multiplicity=1 orbital_gap_ev=8.667 charge=+1
H -4.532074 -1.821455 0.593142 0.927 0.210 0.133 0.37
C -3.493105 0.052436 0.820579 -2.285 1.216 0.597 -0.43
H 3.443722 1.371737 0.535000 0.772 0.860 0.278 0.29
C -2.528313 -1.745246 -0.355359 -3.021 -0.043 2.323 -0.79
O -0.126972 2.395399 -0.118745 2.066 -1.087 -0.955 -0.43
C -0.224052 1.181418 -0.639535 3.208 -0.639 -0.140 0.31
H 1.151364 -0.335523 -1.442184 -0.526 -0.694 0.199 0.46
C -3.602112 -1.245734 0.428111 0.346 -0.351 -0.883 -0.38
H -0.718739 -1.359661 -1.379322 -0.310 -0.303 0.598 0.31
C -1.493903 -1.008126 -0.685447 3.256 2.798 -1.533 -0.34
H 3.829614 -0.400843 2.065774 0.768 1.438 1.467 0.17
N 3.464340 -0.997106 1.403880 -0.183 -3.775 -0.828 -0.35
C -1.393742 0.368630 -0.293603 -0.233 0.122 -0.796 0.77
H 2.792003 1.297030 -1.912638 -1.502 -0.223 2.331 0.31
H 3.593212 -2.023576 1.534400 -0.151 1.456 -0.132 0.28
H -2.581358 -2.750663 -0.500688 0.142 -2.666 -1.214 0.47
H -2.644303 1.915839 0.828769 1.002 -0.692 -0.865 0.34
N 2.120306 1.337249 -1.044631 2.167 0.227 -0.548 -0.64
H 0.871792 2.737678 -0.169113 -2.357 -1.145 -0.409 0.52
H -4.328396 0.563913 1.343724 0.606 -0.688 -0.200 0.32
N 0.961820 0.651954 -1.357058 -3.858 2.700 2.073 -0.13
C -2.480314 0.888903 0.423906 0.661 1.148 0.917 -0.25
C 2.863129 -0.605080 0.293695 -0.810 1.962 -1.037 0.63
O 2.358389 -1.281634 -0.586221 0.549 -1.022 0.312 -0.66
N 2.697689 0.812472 0.213553 -1.232 -0.810 -1.690 -0.14

---

28
Properties=species:S:1:pos:R:3:forces:R:3:mulliken_charge:R:1 method="wB97M-V/def2-TZVPD" e_tot_ev=-24106.067 spin_multiplicity=1 orbital_gap_ev=7.275 smiles="O=[N+]([O-])c1cnc2no[n+]([O-])c2c1.CC(C)N" charge=0
H -0.294154 -2.256764 5.163886 0.198 -0.135 -0.354 0.39
N 1.532968 2.283424 1.643567 2.236 1.325 -0.043 1.01
N -3.377785 0.239111 0.189271 2.293 0.616 0.710 -0.50
N -2.012716 2.223080 0.560976 1.007 1.695 0.384 -0.64
C -2.194413 0.905772 0.378954 -0.746 -2.244 -0.188 0.63
C 0.240198 -2.315294 4.201526 0.091 -0.181 -0.120 -1.39
H -0.598670 3.701931 1.059685 -0.326 -0.498 0.090 0.49
H 0.861557 -1.612816 1.847751 0.631 0.527 0.589 0.30
H -0.304825 -0.298331 3.862647 -0.168 0.130 0.404 0.12
O 2.507728 1.518816 1.950423 -2.213 1.070 -0.687 -0.69
C 0.617313 -0.882614 3.784131 -1.266 -0.312 0.902 0.50
N -1.640614 -1.281557 0.364878 0.582 1.276 -0.398 0.76
H -0.427026 -2.805082 3.467666 0.262 0.247 0.290 0.38
O -1.136761 -2.401309 0.440095 -0.632 1.112 0.040 -0.68
H 1.821171 -0.163740 2.255643 -0.521 -1.036 -0.044 0.33
H 2.469053 -0.972437 4.932777 -0.096 0.069 -0.115 0.35
O 1.644490 3.527341 1.753585 -0.527 -2.427 -0.055 -0.60
H 1.069748 -0.262918 0.421629 -0.505 0.861 -0.249 0.48
H 1.986731 0.664105 4.452372 0.047 0.137 -0.001 0.40
C -1.087137 -0.009400 0.398175 -2.445 -1.763 0.496 -0.03
H 1.100857 -0.177524 5.729280 0.135 0.016 -0.020 0.40
H 1.137746 -2.953579 4.346274 -0.449 0.383 -0.161 0.36
C -0.793334 2.629579 0.937028 -1.192 -1.170 -0.632 -0.21
C 0.221071 0.354709 0.756504 1.453 0.784 0.477 0.39
C 0.318782 1.741753 1.113247 -0.190 -0.682 -0.429 -0.44
N 0.969377 -0.746832 2.396115 0.871 -0.612 -0.632 -0.56
O -3.035940 -1.129677 0.230818 1.361 0.827 -0.172 -0.16
C 1.614588 -0.305182 4.774161 0.110 -0.013 -0.082 -1.40

---

21
Properties=species:S:1:pos:R:3:forces:R:3:mulliken_charge:R:1 method="wB97M-V/def2-TZVPD" e_tot_ev=-12010.410 spin_multiplicity=1 orbital_gap_ev=9.618 smiles=Cc1cccc([C@@H](C)O)n1 charge=0
C -2.364998 -0.448707 -0.255933 2.592 0.709 0.301 -0.62
H -1.573147 1.944216 -2.329177 0.160 1.017 -0.007 0.27
H 2.473697 -0.616794 -0.383008 -0.296 0.899 1.600 0.22
H 3.248968 1.380846 1.400360 -1.905 -0.363 -0.617 0.33
C -1.351701 0.213782 -1.049421 -1.037 -0.461 -1.739 0.76
H 3.035275 -1.060304 2.015216 -1.803 -0.119 -0.701 0.30
O 2.096405 -1.141920 1.663672 2.724 0.063 0.801 -0.52
C 2.163904 1.259809 0.971400 2.793 -0.881 -2.096 -1.03
H -1.116430 0.471835 -3.176237 -0.786 0.103 0.125 0.31
H -3.467781 -0.257676 -0.354348 1.443 -0.308 -0.061 0.27
C 0.397572 -0.473013 0.213057 0.714 -1.643 0.058 0.31
C -1.813285 -1.258740 0.773966 0.942 0.995 -1.807 -0.42
N -0.009628 0.151466 -0.874412 -1.784 0.742 0.782 -0.42
H 1.461969 1.702384 1.709536 0.177 -0.370 -1.003 0.31
H 2.274446 1.687437 -0.110801 -0.808 0.236 2.261 0.28
C -1.760452 0.900996 -2.389149 -0.560 -1.661 1.829 -1.01
H -2.529513 -1.682880 1.389297 -0.901 -1.324 1.383 0.45
C 1.931591 -0.257684 0.573437 -2.137 -0.204 -0.215 0.29
H -2.861877 0.716481 -2.427406 0.929 0.220 -0.903 0.30
H 0.184472 -1.811240 1.711515 -0.675 -1.095 0.786 0.52
C -0.419487 -1.420294 0.928437 0.218 3.447 -0.779 -0.90

---

23
Properties=species:S:1:pos:R:3:forces:R:3:mulliken_charge:R:1 method="wB97M-V/def2-TZVPD" e_tot_ev=-24888.240 spin_multiplicity=3 orbital_gap_ev="6.900 / 7.075" charge=0
H -1.388571 -0.360577 -3.454412 -0.693 2.190 2.500 0.18
C -1.789557 1.499688 -2.052688 -1.588 1.060 -1.867 -0.31
S 1.198254 0.223828 2.218772 -2.804 2.269 -3.334 0.49
C 0.867012 -0.373216 0.424731 2.693 2.116 1.604 -0.02
H 0.201674 -2.190677 1.969252 2.092 -0.497 3.861 0.32
C -0.447144 -0.333628 -1.578902 1.867 -3.047 0.564 -0.25
O -0.398310 0.081448 2.784989 1.374 -2.989 -1.725 -0.45
C -0.069866 0.286922 -0.382407 0.653 -0.372 1.149 1.08
C -1.310664 0.267128 -2.414064 0.319 -2.531 -3.614 -0.58
H -1.060621 -1.921401 1.297362 -0.340 -0.165 -0.733 0.27
N -0.094183 -2.187706 1.069552 -3.085 -1.474 -2.355 -0.54
H 2.944504 -0.315865 0.017533 0.700 0.280 0.179 0.39
O 2.023919 -0.760277 2.787040 1.956 -2.693 1.663 -0.49
H 2.344080 -1.991807 0.484628 -0.064 1.479 -0.726 0.28
H -1.878035 3.133356 -0.740310 0.435 -0.691 0.122 0.33
H 1.994371 -1.235797 -1.157223 0.323 0.108 1.097 0.36
H 0.004242 -1.418471 -1.743485 -1.159 2.553 0.059 0.21
C -0.587941 1.521728 0.010654 -0.959 0.117 -1.553 -0.42
H -0.469034 0.907678 3.154209 -0.941 3.135 1.841 0.32
H -0.290315 1.968488 0.925268 0.146 0.486 0.483 0.36
C -1.435515 2.133480 -0.910377 0.132 1.130 2.086 -0.62
H -2.489906 2.075464 -2.649171 0.080 -0.406 -0.442 0.34
C 2.131607 -1.009786 -0.060952 -1.138 -2.057 -0.860 -1.24

---

21
Properties=species:S:1:pos:R:3:forces:R:3:mulliken_charge:R:1 method="wB97M-V/def2-TZVPD" e_tot_ev=-20796.504 spin_multiplicity=1 orbital_gap_ev=9.189 smiles=Cc1cc2c(s1)CCNC2 charge=0
C 3.484952 0.504856 0.185518 1.650 0.290 1.049 -1.11
C 1.979234 0.374154 0.045602 3.076 -3.130 -1.035 0.66
C -0.345206 -0.631220 -0.156387 0.333 -4.391 1.925 0.37
H -1.795647 -2.162680 -0.761812 0.298 0.500 2.392 0.27
H -1.870024 -1.842916 1.187756 0.807 0.221 -1.129 0.38
H -3.651704 -1.136584 0.302081 0.557 2.798 -1.486 0.31
H -1.300220 2.360642 0.585228 0.646 -0.133 -0.711 0.40
H 3.987415 1.561874 0.121230 -1.576 -1.658 0.618 0.31
H 4.100490 -0.016147 -0.574840 -0.874 -0.120 0.053 0.29
H -1.743942 1.781970 -1.039777 0.357 1.278 -1.677 0.31
C -2.862590 -0.372172 -0.211295 -0.398 -5.481 1.695 -0.69
C 1.040061 1.219679 -0.258709 0.431 4.435 1.177 -1.35
S 1.351079 -1.285524 -0.022369 -1.237 0.752 0.298 -0.24
N -2.658269 0.860992 0.377103 0.055 2.856 3.245 -0.30
C -0.262413 0.668565 -0.194694 2.117 0.461 -0.480 0.57
C -1.676421 -1.437443 0.159479 0.608 1.231 -3.905 -0.37
C -1.356489 1.498911 -0.104406 -6.149 2.112 2.069 -0.84
H -2.892265 1.119613 1.444382 0.746 -1.664 -3.476 0.31
H 3.767271 -0.051571 1.160931 -0.196 1.317 -1.337 0.27
H 1.351629 2.343662 -0.156429 -1.195 -2.001 -0.591 0.19
H -2.969159 -0.368393 -1.341220 -0.055 0.326 1.306 0.28

---

21
Properties=species:S:1:pos:R:3:forces:R:3:mulliken_charge:R:1 method="wB97M-V/def2-TZVPD" e_tot_ev=-20796.954 spin_multiplicity=1 orbital_gap_ev=9.368 charge=0
C -1.045235 1.904342 -0.358807 2.156 1.458 3.862 -1.65
C -0.378147 0.989298 0.668275 -0.525 -2.801 -2.228 -0.27
H 4.169319 1.046289 -0.257103 0.850 -0.148 -0.284 0.48
H -0.626006 -1.357571 2.225179 0.123 0.170 0.086 0.38
H -0.815351 0.993369 1.655936 0.449 0.145 0.376 0.47
C -0.355898 -0.861857 0.082576 -1.416 1.998 2.616 1.84
H -1.913975 -1.913502 1.153103 -0.749 0.448 0.113 0.43
H -0.680853 1.566582 -1.245294 0.396 -0.507 -3.012 0.54
H -1.948243 -0.395040 -1.464759 -0.847 -0.207 0.762 0.34
H -0.570523 2.893833 -0.124945 -0.436 -0.467 -0.587 0.36
C 1.098013 -0.561176 0.070322 1.191 0.951 -0.052 -0.32
H -2.073881 2.038762 -0.240496 -1.677 -0.204 -0.137 0.36
N 2.203805 1.525746 0.162068 1.050 -1.770 0.480 -0.65
H -0.435122 -0.687622 -1.999745 1.320 0.660 -1.211 0.56
C -0.852724 -1.763369 1.246935 -0.010 -0.386 -1.004 -1.52
S 2.720632 -1.007683 -0.367234 -0.286 0.588 0.140 -0.22
C 1.085142 0.759999 0.381922 -0.090 0.037 -0.199 0.13
C 3.182696 0.671899 -0.158058 -2.297 0.892 0.311 -0.19
H -1.147810 -2.029215 -1.434871 -0.977 -1.378 -0.309 0.49
H -0.531542 -2.817604 1.242850 0.642 0.350 -0.299 0.35
C -1.084304 -0.995471 -1.237851 1.137 0.171 0.576 -1.90

---

ΔE to the lowest compared entry with this formula, charge and spin, record by record: 211.3; 20.4; 192.0; 299.8; 241.0; 197.6 kJ/mol